Record 1
DFT (ωB97M-V/def2-TZVPD) results for a structure of composition C21H47B3Br2CaCl2N4O14PS in a non-equilibrium geometry.

Calculated values
**E_LUMO**: -6.707 eV
**Calculated total energy**: -262868.97803 eV
**HOMO-LUMO gap**: 0.0524 hartree

The geometry in ORCA input format:
```
! RIJCOSX wB97M-V def2-TZVPD def2/J DEFGRID3
* xyz 1 1
H -1.125 0.588 1.526
H -5.468 0.634 0.731
C 0.826 -0.866 -2.788
H 7.447 -0.875 2.606
H 1.984 2.870 4.199
H -6.259 -0.029 2.781
C -10.080 -3.655 -1.501
O -1.300 -2.805 -5.832
O 9.026 -2.518 -4.832
H -0.022 0.517 -4.302
H 9.604 0.781 0.734
C -1.402 3.070 3.622
H 1.063 3.329 2.735
O 7.297 -0.713 -0.770
N 0.521 -3.671 -1.053
C 6.956 -0.903 -3.366
H 0.652 0.185 -7.066
C 2.050 2.055 -0.842
H -8.721 -2.023 -2.003
O -0.845 -4.763 -5.088
H -10.644 -4.026 -0.646
C 0.091 4.304 5.148
C 1.088 2.673 3.606
C -9.494 -2.284 -1.280
Ca -5.537 -2.481 2.376
O 8.347 -3.231 -2.431
O 0.866 0.679 -6.273
O -2.876 -4.080 -5.129
Cl -11.536 0.182 0.415
H 2.265 1.421 1.272
H 4.689 1.076 1.475
H 0.205 5.066 4.375
H 0.645 1.924 6.153
C 0.467 1.677 -0.879
H -2.203 3.381 4.297
H -1.236 1.287 -2.358
C -0.675 -2.975 -1.401
H 1.520 -1.402 -3.531
H -4.747 0.619 3.474
H -10.722 -3.659 -2.384
O 9.254 -1.554 1.927
O 6.721 1.685 -0.672
H 1.084 1.624 3.320
H -2.723 1.979 2.328
O -0.800 1.376 1.988
Cl -12.466 -2.502 1.090
H 1.666 1.027 -3.690
H -13.497 -0.910 -0.312
H 9.581 -0.393 -2.047
C 4.343 1.606 0.503
H 2.528 1.972 -1.874
O -1.774 -3.283 -0.560
C 2.815 1.176 0.282
C -1.808 1.787 2.898
H -0.059 2.556 -0.341
H 4.509 2.720 0.683
H 2.691 0.054 0.130
H -13.582 -0.449 1.407
B 6.393 -0.480 -1.904
H 0.223 0.752 -0.246
Br -8.688 -4.965 -1.879
N -0.124 2.965 4.472
H -2.014 0.974 3.600
H 6.167 -1.547 -3.892
H 8.716 -1.889 -5.525
C -5.196 0.166 2.590
H -4.678 -0.769 2.362
C 8.536 0.720 1.127
N -1.673 -3.884 -5.350
C -0.133 1.622 -2.362
H 8.278 1.632 1.783
H 1.306 -0.768 -1.759
O 9.887 -1.057 -2.701
O -5.064 1.056 1.503
C -1.154 -4.190 0.353
H 2.158 3.149 -0.484
H -10.275 -1.522 -1.300
C -12.947 -0.865 0.626
H -0.776 4.519 5.774
H 7.205 0.008 -4.027
H -0.334 0.926 5.049
H -0.056 2.695 -2.782
N 0.225 -4.425 0.043
B 7.515 0.582 -0.127
H 0.992 4.245 5.760
C 0.643 0.643 -3.363
H -1.637 -4.726 1.232
Br -8.688 -2.138 0.492
B 5.363 1.124 -0.656
S -0.788 -1.786 -2.816
H -1.137 2.110 6.130
P 8.543 -1.963 -3.277
O 5.090 0.142 -1.676
H -1.217 3.867 2.897
C -0.250 1.900 5.531
C 8.389 -0.657 1.971
*
```


Record 2
DFT (ωB97M-V/def2-TZVPD) results for the molecule C4H2INS in a non-equilibrium geometry.

Calculated values
**E_LUMO**: -1.102 eV
**Calculated total energy**: -24601.20918 eV
**HOMO-LUMO gap**: 0.2593 hartree

The geometry in ORCA input format:
```
! RIJCOSX wB97M-V def2-TZVPD def2/J DEFGRID3
* xyz 0 1
C -1.213 0.028 -1.168
I 3.092 0.576 -1.013
H -0.864 0.433 1.887
C -0.608 -0.258 1.121
C -1.440 -0.027 0.026
C 1.226 0.237 -0.419
H -0.658 -1.335 1.385
S -0.245 0.383 -2.456
N 0.710 -0.037 0.637
*
```


Record 3
DFT (ωB97M-V/def2-TZVPD) results for the molecule C8H12N2 in a non-equilibrium geometry.

Calculated values
**SMILES**: C[C@]1(C#N)NC[C@@H]2C[C@@]21C
**E_LUMO**: 0.882 eV
**Calculated total energy**: -11468.82623 eV
**HOMO-LUMO gap**: 0.3895 hartree

The geometry in ORCA input format:
```
! RIJCOSX wB97M-V def2-TZVPD def2/J DEFGRID3
* xyz 0 1
C -0.382 -0.474 -0.413
H -0.678 -1.922 -1.893
H 1.033 -1.943 -1.234
C 1.937 -0.017 -0.342
H 0.324 2.349 -1.160
C -0.061 -1.828 -0.989
H 1.138 -1.634 1.653
C 0.715 0.068 0.491
H 1.624 -0.079 2.486
N 2.665 0.222 -1.166
C -1.008 0.664 -1.076
C -0.398 1.923 -0.464
N 0.224 1.372 0.757
H -1.076 2.703 0.015
C 0.866 -0.568 1.849
H -1.955 0.226 0.933
C -1.814 -0.125 -0.043
H 1.080 1.966 1.070
H -0.102 -0.309 2.310
H -0.261 -2.681 -0.254
H -1.351 0.886 -2.080
H -2.520 -0.797 -0.447
*
```


Record 4
DFT (ωB97M-V/def2-TZVPD) results for the molecule C5H14N2 in a non-equilibrium geometry.

Calculated values
**SMILES**: CC[C@H](C)NCN
**E_LUMO**: 1.038 eV
**Calculated total energy**: -8390.05827 eV
**HOMO-LUMO gap**: 0.3622 hartree

The geometry in ORCA input format:
```
! RIJCOSX wB97M-V def2-TZVPD def2/J DEFGRID3
* xyz 0 1
H -2.790 0.979 1.060
H -1.001 0.793 -0.782
C 0.089 -1.780 -0.609
H 0.869 -1.548 -2.428
H -1.714 -1.375 0.015
H -0.426 -2.650 -0.382
C 1.846 0.751 -0.166
C 0.694 0.917 0.804
H 2.748 0.831 0.404
H 0.825 1.969 1.077
C -1.731 1.170 1.318
H 1.790 1.566 -0.971
C -0.738 0.529 0.284
N 0.054 -1.244 -1.911
H -0.561 -1.554 -2.501
H -1.516 0.749 2.338
H 1.075 -1.535 -0.174
N -0.758 -0.946 0.354
H -1.549 2.350 1.269
H 1.864 -0.267 -0.627
H 0.932 0.297 1.629
*
```


Record 5
DFT (ωB97M-V/def2-TZVPD) results for a structure of composition C21H39Be2Br4Cl5MgNO13PSi2 in a non-equilibrium geometry.

Calculated values
**E_LUMO**: -5.912 eV
**Calculated total energy**: -424569.57611 eV
**HOMO-LUMO gap**: 0.0440 hartree

The geometry in ORCA input format:
```
! RIJCOSX wB97M-V def2-TZVPD def2/J DEFGRID3
* xyz 0 1
O -4.854 -1.712 -5.655
H -3.321 0.071 2.004
H -8.214 -3.216 -4.453
O 3.417 4.285 4.107
O 4.471 2.048 3.677
H -4.930 -0.164 2.967
H -9.131 -1.847 -0.434
Cl 0.681 -3.437 1.786
C -8.890 -2.446 0.449
C 5.811 2.052 0.416
O 4.304 2.926 6.023
Br 1.136 3.050 1.532
H 11.000 -0.254 -1.535
Cl 1.005 2.050 8.584
H -2.528 2.329 2.182
P 3.606 2.861 4.655
H -2.981 -3.300 -4.656
C 6.088 -0.647 1.746
H -10.573 -2.068 1.742
N 8.184 0.272 -0.126
O -6.713 -0.174 0.693
Br -1.119 0.290 -2.222
Br -11.494 -3.564 0.004
Si 6.465 0.312 0.159
H 4.441 -0.646 -0.893
C 5.479 -0.509 -1.209
H 4.784 2.015 0.798
C -5.268 -0.447 0.730
H -3.883 -2.687 -3.277
H 8.314 -0.742 -3.132
O -1.837 -1.554 -0.431
H -4.984 -1.589 0.771
Si 8.874 1.063 -1.517
H 8.865 0.716 -3.969
C -6.020 -1.746 -4.960
H -9.901 -3.709 1.925
Cl 0.102 -0.669 9.093
H -2.232 -2.107 -3.566
H 11.189 1.242 -0.592
H 6.407 -1.689 1.656
H 9.198 3.393 -2.287
H -3.697 3.666 1.437
H 11.201 1.301 -2.364
C 8.581 2.915 -1.519
O -4.683 1.757 2.033
C -0.869 0.875 0.337
C 0.398 1.251 1.066
C 8.254 0.351 -3.138
C 1.034 -0.247 1.384
H 5.463 0.099 -2.117
H 7.222 0.644 -3.340
H -6.919 -0.073 -0.300
H -8.995 -2.604 -5.926
H 6.600 -0.196 2.602
H -3.933 -0.387 -4.323
H 7.541 3.161 -1.740
H 5.013 -0.633 1.943
C 0.606 0.485 7.832
Mg 0.081 -1.337 3.190
Be -5.694 3.849 1.215
H -8.222 -1.875 1.100
Br -7.828 -3.963 -0.164
O 0.159 -1.380 1.025
O 2.276 -0.207 1.894
O -3.243 1.988 0.163
C -8.256 -2.375 -5.152
H -2.946 -0.990 -5.653
H -1.809 1.978 -1.421
Cl 2.040 -0.150 6.986
C -3.482 2.495 1.523
H 6.421 2.594 1.143
Be 2.181 -4.265 0.312
H 5.891 -1.492 -1.452
O -6.165 -1.436 -3.787
C -3.704 -1.279 -4.917
C -0.962 -0.759 0.246
H -8.569 -1.460 -4.639
O 2.234 2.185 4.810
O -6.989 -2.208 -5.786
H -1.446 3.159 0.025
C -4.469 0.303 1.973
Cl -0.722 0.708 6.666
H 8.848 3.354 -0.553
C -3.164 -2.405 -4.053
C 10.749 0.810 -1.497
H -4.829 -0.051 -0.307
C -1.829 2.077 -0.232
H 5.789 2.619 -0.517
C -10.111 -2.907 1.213
*
```


Record 6
DFT (ωB97M-V/def2-TZVPD) results for the molecule C4H6N2 in a non-equilibrium geometry.

Calculated values
**SMILES**: N#CCN1CC1
**E_LUMO**: 0.950 eV
**Calculated total energy**: -7223.56668 eV
**HOMO-LUMO gap**: 0.3954 hartree

The geometry in ORCA input format:
```
! RIJCOSX wB97M-V def2-TZVPD def2/J DEFGRID3
* xyz 0 1
C -0.432 -1.540 -1.004
C -0.155 -0.116 -1.267
H -0.391 -0.827 1.358
H -1.152 0.765 1.858
N -0.314 0.785 -0.127
H 0.863 -0.039 -1.666
H 1.031 1.947 1.084
C -0.435 0.253 1.221
C 0.809 0.926 0.783
H 1.681 0.293 0.619
H -0.835 0.205 -2.064
N -0.671 -2.653 -0.796
*
```


Record 7
DFT (ωB97M-V/def2-TZVPD) results for a cluster of 5 separate species, C16H36BN8O4 in total in a non-equilibrium geometry.

Calculated values
**E_LUMO**: 2.549 eV
**Calculated total energy**: -37967.53617 eV
**HOMO-LUMO gap**: 0.2452 hartree

The geometry in ORCA input format:
```
! RIJCOSX wB97M-V def2-TZVPD def2/J DEFGRID3
* xyz -1 1
H -0.738 1.429 4.686
H 2.086 -0.993 -0.284
C 1.941 -0.445 -1.220
H -2.021 0.791 6.515
C 3.020 -2.610 -2.161
O -2.765 1.702 3.066
H -1.881 -3.464 0.382
H -4.638 -0.695 2.152
H -0.124 0.369 0.245
H -2.806 -5.236 -3.369
N -3.885 -0.211 2.601
H 3.960 -0.700 -2.046
H 1.120 2.407 -2.845
N 3.706 2.465 -4.774
H -1.913 -1.258 0.689
H 0.887 1.977 4.925
C 3.011 2.352 -3.591
C -0.041 1.471 6.654
H -1.337 0.866 8.102
H 0.458 -1.888 -1.721
H 1.181 2.677 -4.555
N -1.245 1.001 7.114
H -2.659 -0.977 -2.924
H 3.840 -4.221 -0.983
C -1.967 -0.928 -0.356
H -2.839 -0.263 -0.449
H 3.272 2.642 -5.658
H 2.063 -3.103 -2.334
C 0.506 -0.795 -1.722
N 1.658 2.500 -3.693
H 2.079 0.624 -1.096
C -2.586 -1.990 -2.544
H 0.429 -0.371 -2.733
H 3.082 3.184 1.634
C -2.252 -2.129 -1.213
H -3.042 -2.993 -4.362
N -0.019 3.975 2.058
C -3.700 1.136 2.523
O 0.885 2.346 0.792
C 1.048 3.269 1.555
B -0.614 -0.028 -0.779
H 2.654 -0.824 -3.258
O 0.889 1.722 7.407
H -3.208 -0.737 3.121
N 2.288 3.685 1.988
C -2.665 -4.349 -2.756
C 2.946 -1.081 -2.234
N 0.026 1.633 5.308
H 4.701 2.355 -4.730
C -2.796 -3.110 -3.312
O 3.555 2.130 -2.530
H -1.010 0.982 -1.379
H 3.122 -2.961 0.004
C -2.142 -3.387 -0.667
N -4.633 1.809 1.787
H -4.522 2.802 1.703
H 3.662 -2.935 -2.995
H 4.713 -2.705 -0.833
H -5.402 1.364 1.325
H -0.927 3.672 1.756
C 3.711 -3.136 -0.896
H -2.256 -5.490 -0.978
H 0.058 4.739 2.700
C -2.355 -4.512 -1.435
H 2.432 4.446 2.622
*
```


Record 8
DFT (ωB97M-V/def2-TZVPD) results for a cluster of 3 separate species, C3H11O3 in total in a non-equilibrium geometry.

Calculated values
**E_LUMO**: 3.917 eV
**Calculated total energy**: -9432.18097 eV
**HOMO-LUMO gap**: 0.3012 hartree

The geometry in ORCA input format:
```
! RIJCOSX wB97M-V def2-TZVPD def2/J DEFGRID3
* xyz -1 1
O 2.018 -1.799 1.325
H 1.077 -1.257 0.987
O -0.017 -0.648 0.530
H 0.010 2.682 -2.056
H 2.346 -0.938 1.639
H 1.046 1.282 -2.638
H -1.732 0.717 2.874
C -0.697 0.602 -1.511
C 0.416 0.082 -0.557
H 1.048 -0.596 -1.174
C 0.008 1.601 -2.409
O -1.889 0.102 2.156
H -1.068 -0.064 1.555
H -1.474 1.151 -0.926
H -0.296 1.616 -3.478
H -1.212 -0.277 -1.918
H 1.076 0.890 -0.182
*
```